1.
16
Properties=species:S:1:pos:R:3:forces:R:3:lowdin_charge:R:1 method="wB97M-V/def2-TZVPD" e_homo_ha=-0.3419 lumo_energy_ev=1.005 smiles="C=CCCCO" gap_ev=10.310
H 1.740914 -1.368702 0.805901 0.653 1.843 -0.805 0.08
H -0.565597 1.518994 0.428613 0.229 -1.257 -0.740 0.13
H -2.616480 0.539970 -0.348239 -1.079 0.194 -0.373 0.06
H 1.663292 1.679614 1.396469 0.173 0.127 -1.035 0.10
H 0.464400 -1.111877 -1.058929 -0.399 1.448 0.950 0.12
C 2.122699 -0.292685 0.922290 0.501 -0.986 0.802 -0.03
H -1.397231 -1.945861 -0.392026 -0.865 -0.645 0.235 0.10
H -1.428554 -0.668103 0.878912 0.197 -0.356 0.837 0.10
C 0.213199 0.962555 -0.211723 -0.145 2.322 2.312 -0.25
C -0.272345 -0.243213 -0.913765 -1.309 -3.119 -1.029 -0.21
O -2.852098 -0.370757 -0.585082 2.687 -0.241 0.658 -0.09
C 1.396028 0.829796 0.752330 0.304 -1.316 -0.298 -0.18
H -0.531138 -0.182589 -2.005536 -0.185 0.872 1.005 0.12
H 0.403713 1.812965 -0.854585 0.686 -0.038 -0.591 0.10
H 3.176885 -0.253626 1.344644 -1.718 0.070 0.091 0.06
C -1.517685 -0.906487 -0.159272 0.271 1.081 -2.020 -0.20


2.
4
Properties=species:S:1:pos:R:3:forces:R:3:lowdin_charge:R:1 method="wB97M-V/def2-TZVPD" charge=-1 e_homo_ha="-0.2366 / -0.2196" lumo_energy_ev="3.545 / 3.095" gap_ev="9.983 / 9.071" spin_multiplicity=5
F -12.349193 -3.090541 12.425382 -0.625 -1.309 -1.420 -0.68
Fe -13.183447 -4.389201 11.030390 0.942 1.749 0.163 0.71
Cl -15.020353 -5.310478 12.308091 0.948 0.260 -0.992 -0.33
F -12.175975 -3.955095 8.986541 -1.265 -0.700 2.248 -0.71


3.
75
Properties=species:S:1:pos:R:3:forces:R:3:lowdin_charge:R:1 method="wB97M-V/def2-TZVPD" e_homo_ha=-0.3073 lumo_energy_ev=-0.158 gap_ev=8.205
H -0.718453 -0.408483 0.908460 -0.115 -0.069 0.029 0.13
H 4.597802 -0.149415 3.706441 -0.050 -0.006 -0.026 0.13
C 2.239394 1.017095 0.155450 -0.217 -0.123 0.042 -0.02
C 0.191370 1.168419 2.017240 -0.074 0.115 0.281 0.00
H -1.170184 0.514964 -5.115274 0.108 0.001 -0.083 0.14
H 4.408305 -1.920645 2.016162 0.044 -0.057 0.027 0.13
C -0.182444 5.377473 3.209381 -0.252 -0.125 -0.069 -0.26
O 0.144063 1.006519 -2.783096 0.019 -0.118 -0.044 0.11
C 0.131774 0.254640 0.980243 0.243 0.073 -0.205 -0.02
H 3.063751 -2.339881 6.533982 0.082 -0.013 -0.001 0.13
C 3.254164 -0.017678 5.390226 -0.078 0.170 -0.371 -0.20
C 0.509250 3.122101 4.118400 -0.520 0.053 0.242 -0.20
H 1.893157 -1.334053 1.952978 -0.001 -0.040 0.031 0.08
C -0.652043 3.981789 3.613853 0.560 0.028 -0.025 -0.19
H 0.247520 5.878568 4.079362 0.099 0.006 0.014 0.11
N 1.278439 -2.239240 -0.434924 -0.125 0.053 -0.235 0.00
H 1.571633 -3.042816 2.227576 -0.058 0.013 0.029 0.13
H 2.216467 -0.296733 5.628690 0.045 0.056 -0.029 0.13
C 1.293349 2.011153 2.139409 0.198 -0.096 -0.298 -0.28
H -5.617285 1.842972 -6.207379 -0.044 -0.120 -0.013 0.14
C 4.413519 -2.507692 4.865356 -0.103 0.128 0.295 -0.17
C -4.374585 -0.286392 -3.141601 -0.008 0.045 -0.232 0.03
H 4.320251 -3.595269 4.847205 0.043 -0.005 0.011 0.12
H 0.146100 2.165280 4.513134 0.094 0.049 -0.011 0.12
H 1.914845 -0.729863 -1.743072 -0.060 -0.025 0.096 0.16
C -1.324286 6.216366 2.650749 0.234 -0.038 0.083 -0.11
H 5.456683 -2.234249 4.623318 -0.027 -0.051 0.011 0.13
C -2.058586 0.310916 -4.534829 -0.178 -0.091 0.019 0.06
O -1.892212 -2.752747 -1.764815 0.368 -0.204 0.278 0.12
H -5.291892 -0.506393 -2.620574 -0.125 -0.013 0.082 0.13
C 2.456282 -2.600845 0.314629 0.000 -0.127 0.353 -0.12
C -4.452626 0.057995 -4.487235 0.161 0.086 0.002 -0.19
H -4.480432 0.746108 -8.150108 -0.061 -0.066 0.074 0.13
C 3.578901 -0.486287 3.973405 -0.152 0.101 0.310 -0.16
O 0.139214 -4.196898 -0.167073 -0.150 -0.060 -0.005 0.10
H 3.370890 1.064101 5.475264 -0.061 -0.040 -0.038 0.12
C 2.291852 -2.337421 1.814142 0.321 -0.017 -0.116 -0.14
H 3.903538 -3.506106 2.632533 0.077 0.010 -0.009 0.12
H -3.114091 -0.602681 -1.454322 0.010 -0.053 0.096 0.12
C -3.276504 0.334938 -5.194739 -0.103 -0.023 0.031 -0.19
H 0.604393 5.281280 2.458726 0.061 0.033 0.053 0.11
H 3.154088 2.595322 1.283293 0.112 0.093 0.018 0.12
C 0.221405 -3.065907 -0.592511 0.211 -0.500 0.209 -0.37
O 4.130084 -0.589439 6.332779 0.138 0.083 0.085 -0.13
C -0.229955 -1.006653 -1.692880 0.248 0.537 -0.299 -0.05
H 1.033447 3.647449 4.921890 -0.087 -0.099 -0.034 0.13
O 1.502642 2.910202 3.135599 0.229 -0.017 -0.212 -0.05
C 4.073691 -1.995165 6.265985 0.149 -0.356 -0.119 -0.20
O -5.683661 0.123096 -5.073207 0.144 -0.232 0.341 -0.02
C -5.682708 0.753646 -6.335806 0.263 0.181 -0.526 -0.14
H 2.639672 -3.665682 0.144912 0.068 0.099 -0.054 0.13
H 3.298464 -2.023499 -0.077958 -0.016 -0.044 -0.040 0.13
C -0.820919 -2.307319 -1.417113 -0.619 0.131 -0.442 -0.25
H -4.549728 -0.817682 -7.281308 0.023 0.106 -0.027 0.14
H -0.288575 1.624907 -3.388100 -0.061 -0.063 0.157 0.12
H -0.969944 7.205987 2.373144 -0.056 0.120 -0.057 0.07
C 1.154272 0.156815 0.046989 0.045 0.120 -0.001 -0.20
C 1.114224 -0.919970 -1.013644 -0.044 0.391 -0.135 -0.18
H -1.118044 3.498877 2.752452 -0.101 -0.043 0.028 0.11
C -3.158069 -0.342653 -2.497546 0.081 0.132 -0.075 -0.01
H 3.039242 0.966470 -0.568527 0.107 -0.021 -0.103 0.12
C -0.679192 -0.034927 -2.523035 0.093 -0.480 0.292 -0.19
H 4.792563 -2.365523 6.998891 -0.072 -0.043 -0.040 0.12
H -6.630564 0.497515 -6.810907 0.097 0.051 -0.001 0.13
O -3.285349 0.629309 -6.533394 0.246 0.106 0.284 -0.02
H -0.618643 1.199422 2.728218 -0.064 0.047 0.089 0.11
H -1.397669 4.054167 4.408025 -0.076 -0.048 0.017 0.12
H 2.872939 -0.036650 3.274539 0.014 0.046 -0.008 0.10
N 3.473725 -1.934191 3.918621 0.116 -0.083 0.033 -0.17
C -1.986038 -0.037031 -3.187724 -0.207 0.200 -0.214 -0.15
C 3.614925 -2.454568 2.569497 -0.314 0.025 -0.083 -0.20
C 2.309368 1.932245 1.183707 -0.092 0.165 0.285 0.00
H -1.749860 5.744230 1.767735 -0.082 -0.015 -0.096 0.07
H -2.112880 6.329586 3.391725 -0.130 0.046 0.038 0.07
C -4.494886 0.273256 -7.167452 -0.572 -0.073 0.010 -0.15


4.
14
Properties=species:S:1:pos:R:3:forces:R:3:lowdin_charge:R:1 method="wB97M-V/def2-TZVPD" charge=-1 e_homo_ha=-0.1199 lumo_energy_ev=4.166 gap_ev=7.430
H -1.920288 1.335399 0.390841 -0.289 0.123 -0.785 0.06
H -0.767590 0.422828 -2.105575 0.412 -0.191 -0.045 0.08
C -1.025902 1.405358 -0.262386 -1.666 -0.937 1.318 -0.12
C -0.836612 0.080038 -1.059197 0.514 2.606 -1.022 -0.25
O 0.233611 -1.260395 0.565649 -0.446 -0.313 -0.065 -0.17
O 1.811983 -0.792666 2.503087 -0.031 -0.217 -0.559 -0.51
H 2.190533 -1.679526 2.498368 0.146 0.053 0.210 -0.14
H 0.961891 -1.078377 1.290245 0.004 0.395 0.640 -0.02
H 1.290560 0.136213 -0.399560 -0.461 0.441 -0.607 0.11
H -0.353030 1.489314 0.592050 0.928 0.293 -0.687 0.07
H -1.137682 2.281562 -0.905489 0.354 0.022 0.331 0.05
H 0.852083 -1.290945 -1.374760 -0.291 0.554 0.001 0.10
C 0.459558 -0.556231 -0.619622 0.501 -2.129 0.519 -0.36
H -1.759114 -0.492573 -1.113650 0.325 -0.701 0.750 0.09


5.
72
Properties=species:S:1:pos:R:3:forces:R:3:lowdin_charge:R:1 method="wB97M-V/def2-TZVPD" charge=+1 e_homo_ha=-0.4197 lumo_energy_ev=-4.181 gap_ev=7.240
H -4.149237 -1.207993 0.882760 -0.020 0.002 -0.018 0.12
C -2.460611 -0.632855 -1.467464 0.162 0.095 0.056 -0.14
H 2.042854 -0.729332 4.226470 0.007 -0.002 -0.003 0.11
N 0.547009 -2.320015 1.805513 -0.039 -0.154 -0.144 -0.05
C 1.335200 4.753173 3.106159 0.012 -0.013 0.032 -0.10
H -0.644391 4.112203 0.302910 0.005 0.006 -0.005 0.12
C -2.920278 1.445842 -3.827302 0.007 0.004 -0.012 -0.10
B -0.297273 -3.518407 1.226787 -0.005 0.168 -0.068 -0.36
H 0.668908 2.157994 2.258414 0.026 0.015 0.092 0.12
H -1.876865 1.139174 -3.734156 -0.005 -0.011 0.007 0.03
C -3.566610 -0.505409 1.460214 0.133 0.022 -0.036 0.01
C -0.632451 -4.200210 -2.438722 -0.068 -0.077 0.093 -0.02
H -3.349762 0.814435 4.583292 -0.008 -0.004 0.005 0.11
C 1.649013 -1.099040 3.296801 -0.075 -0.026 0.049 -0.03
C -3.781812 -0.040248 -1.944659 0.015 -0.008 -0.024 -0.17
H -2.922776 2.458410 -4.229434 0.000 0.011 0.019 0.08
C -0.792913 -4.488799 -1.084573 -0.062 -0.056 -0.092 -0.06
H 1.916462 3.836714 3.227878 -0.015 -0.003 -0.020 0.07
H -3.395014 0.797437 -4.566085 -0.009 0.000 -0.004 0.08
N -0.688514 1.501437 0.854638 0.096 -0.103 0.162 0.00
H -4.508703 -0.066458 -1.131324 -0.002 0.010 0.018 0.10
H -4.163404 -0.705411 -2.723688 -0.020 -0.004 0.005 0.13
N 0.196115 -2.557004 -1.188485 0.076 -0.802 -0.079 -0.13
C -1.709994 1.044361 1.679173 0.070 0.097 0.049 -0.14
C -0.249590 3.889381 1.297468 0.043 0.038 0.008 -0.18
C 4.936225 -0.174974 -2.844438 -0.144 0.071 0.029 -0.01
H -0.938044 -4.796639 -3.278854 0.002 -0.013 -0.007 0.11
C 5.119376 -2.200884 -1.522937 -0.111 -0.097 0.128 -0.01
C 0.318033 2.477768 1.279765 -0.070 -0.103 -0.188 -0.16
C 1.894299 -0.629763 2.022125 -0.034 0.194 -0.061 -0.13
H 1.989232 5.579872 3.379932 0.000 0.007 -0.012 0.08
N 8.136043 -1.547810 -3.151718 0.041 -0.003 -0.011 0.18
C 0.006756 -2.982623 -2.454551 -0.106 0.186 -0.041 -0.12
Se 0.455185 1.077361 -1.769531 0.149 0.113 0.056 0.80
C -2.470248 0.167656 0.922271 -0.144 -0.010 -0.138 -0.13
C -3.854575 -0.248527 2.782214 0.047 0.090 0.116 -0.05
H 0.325284 -2.367332 -3.280832 0.051 -0.024 0.003 0.12
C 5.676259 -1.260568 -2.387684 0.249 -0.027 -0.087 -0.22
H -4.693075 -0.748694 3.246289 0.003 -0.004 0.014 0.11
C 3.806231 -2.054175 -1.105624 0.404 0.137 -0.274 -0.08
C 0.804415 4.923722 1.686397 -0.002 -0.006 0.003 -0.25
H 1.630943 4.882892 0.970985 0.004 0.012 -0.001 0.11
H 5.712506 -3.037558 -1.179729 0.023 0.010 -0.020 0.13
H -4.668694 1.781731 -2.623984 -0.005 -0.006 0.002 0.11
C -3.083908 0.647502 3.548756 -0.124 -0.109 -0.031 -0.05
H 0.328363 -2.840613 3.815612 0.013 -0.006 0.009 0.14
H -1.434945 -3.416890 1.615283 0.017 0.073 -0.073 0.07
H 0.218954 -4.544068 1.579459 -0.016 0.013 -0.005 0.07
C 3.618565 -0.015805 -2.431546 0.327 -0.308 0.042 -0.10
C 0.783930 -2.170363 3.105789 0.032 0.027 0.075 -0.06
Rh 1.306960 -1.006585 -0.837339 -1.584 0.943 0.654 0.87
N -1.897749 0.135379 -0.347971 0.005 -0.354 0.189 0.00
H 1.150002 2.410105 0.579379 0.014 -0.014 0.013 0.09
N 1.210226 -1.362362 1.128989 0.204 -0.580 0.294 -0.10
H -1.399309 1.984145 3.609625 -0.010 0.026 0.000 0.12
H -1.249029 -5.334827 -0.597726 0.009 -0.018 -0.007 0.14
H 3.046130 0.828858 -2.782661 0.018 0.032 -0.009 0.06
C -3.662806 1.378834 -2.496840 0.015 -0.033 -0.039 -0.24
H 2.514759 0.182943 1.682809 0.047 0.042 -0.007 0.12
C -2.000167 1.309366 3.016342 0.073 -0.047 -0.103 0.01
N -0.281882 -3.505066 -0.353831 0.153 0.078 0.167 -0.05
H -3.175941 2.023763 -1.757833 0.002 0.019 0.007 0.10
C 3.073467 -0.962955 -1.567312 0.484 0.064 -0.387 -0.32
H -1.090851 3.942147 1.994173 -0.017 -0.017 -0.002 0.11
H 5.390400 0.542052 -3.514638 0.009 -0.009 -0.005 0.13
H 0.517426 4.729412 3.830202 -0.010 0.007 -0.004 0.08
C -0.798056 0.903500 -0.340742 -0.049 0.391 -0.409 -0.59
H -2.576012 -1.659875 -1.116659 -0.042 -0.021 -0.043 0.13
H 0.360988 5.915030 1.583986 0.002 0.005 -0.006 0.11
C 7.046584 -1.419619 -2.813861 -0.203 0.033 0.051 -0.17
H 3.366146 -2.783298 -0.433926 -0.012 0.022 -0.007 0.11
H -1.713740 -0.631578 -2.260169 -0.039 0.010 0.035 0.07


6.
21
Properties=species:S:1:pos:R:3:forces:R:3:lowdin_charge:R:1 method="wB97M-V/def2-TZVPD" e_homo_ha=-0.3431 lumo_energy_ev=0.649 smiles=CC(C)(C)C#[N+][O-].[SiH4] gap_ev=9.986
Si 3.827100 0.804963 0.208021 -1.639 -2.589 -1.664 0.59
H 3.181828 2.051219 0.231579 -0.202 1.675 0.935 -0.16
H -2.432626 -1.722644 0.357783 -0.156 -0.105 0.370 0.09
C -0.626217 1.132334 0.633748 1.568 -0.712 0.783 -0.05
H -0.072516 0.738207 1.588213 -0.970 1.449 -1.556 0.13
H -2.296453 -0.595656 -1.859429 0.413 -0.087 0.457 0.11
C -0.050911 -1.160087 -0.222624 -0.643 0.393 0.633 0.05
N 0.483279 -2.189099 -0.123235 0.430 0.853 -1.630 -0.11
C -1.121510 -0.117386 -0.046622 -0.894 -1.039 0.875 -0.65
H -1.482732 1.806389 0.822002 0.607 -0.334 0.199 0.10
H 0.071113 1.584613 -0.095358 -0.036 0.272 0.821 0.09
H 2.561159 -0.087784 -0.088879 1.168 0.551 0.355 -0.11
O 1.203480 -3.132466 -0.359897 -0.050 -0.535 0.796 -0.02
H -3.166742 -0.096360 0.759449 2.105 -1.354 0.400 0.14
H -1.826789 -0.868853 1.823363 -0.184 -0.224 0.503 0.08
H -0.993564 0.524504 -1.939433 1.287 0.959 -1.875 0.06
H 4.641965 0.069410 1.148126 0.216 0.349 0.896 -0.13
H 4.569965 0.811602 -1.032894 0.453 0.026 -0.524 -0.15
H -2.512129 0.985572 -1.279747 -0.564 1.073 0.524 0.08
C -2.179082 -0.764589 0.811823 -2.470 0.868 -0.251 -0.07
C -1.778627 0.226109 -1.335985 -0.439 -1.489 -1.046 -0.07


7.
34
Properties=species:S:1:pos:R:3:forces:R:3:lowdin_charge:R:1 method="wB97M-V/def2-TZVPD" charge=+1 e_homo_ha=-0.4565 lumo_energy_ev=-3.391 gap_ev=9.029
O -1.986209 -0.508118 2.170545 -0.008 0.175 0.077 -0.13
H -2.730469 -2.915090 1.620195 -0.002 0.034 -0.075 0.15
H -1.160994 -3.601188 1.179078 0.038 -0.001 -0.092 0.13
H 1.298788 4.746808 -4.440437 0.027 -0.007 0.009 0.10
P 0.562406 -1.027140 1.417889 0.014 -0.128 -0.017 0.90
H 2.092805 0.502539 -0.702605 -0.013 0.004 0.049 0.06
H -2.693335 -2.684013 -0.648593 -0.053 -0.021 0.077 0.18
O 2.027931 3.519285 -3.016147 -0.006 -0.014 0.020 0.02
C 1.568594 -2.521214 1.723561 0.068 -0.060 -0.289 -0.23
H 0.996226 -3.405075 2.005129 -0.010 0.001 0.087 0.04
H -1.237004 -0.253813 -0.721284 0.089 -0.091 0.082 0.10
H 0.969461 0.789791 2.514026 0.039 0.282 0.127 0.06
H -1.093732 -2.403068 -0.731243 0.003 0.028 -0.016 0.17
H 0.294839 3.304360 -4.148229 -0.009 -0.016 0.024 0.10
C -2.154114 -0.680274 -0.325096 -0.143 0.198 -0.148 -0.09
C 0.891906 4.085730 -3.682976 -0.027 0.059 -0.076 -0.02
O 0.635749 2.339714 -1.684151 -0.054 -0.023 0.003 0.09
H 2.289584 -2.298573 2.509387 -0.056 -0.008 0.059 0.06
C 2.690038 1.361262 -0.401926 0.105 -0.161 0.054 -0.07
H -3.646963 -0.018517 1.101081 -0.010 -0.095 0.015 0.13
C -1.743036 -2.684121 1.219724 -0.239 0.003 0.131 -0.09
C 1.741495 2.674062 -2.041239 0.075 -0.012 -0.042 -0.62
H -0.968651 -1.992354 3.069759 0.001 0.053 -0.009 0.15
H 2.123842 -2.742072 0.810930 0.048 -0.122 0.090 0.04
H -2.270231 1.052393 0.868300 -0.056 0.006 -0.003 0.14
C -1.101121 -1.600582 2.057642 0.094 -0.218 -0.126 -0.46
H 2.188674 1.886919 0.411037 -0.030 -0.002 -0.004 0.09
H 3.674888 1.037553 -0.078438 0.046 0.079 -0.074 0.10
C -2.563767 0.006069 0.976676 -0.004 -0.048 0.067 -0.16
H -2.943118 -0.531780 -1.060592 0.049 -0.016 -0.017 0.14
N -1.933414 -2.177547 -0.197492 0.122 -0.015 -0.051 0.08
O 1.013429 -0.147036 2.715690 0.019 0.072 0.026 -0.26
H 0.280953 4.649333 -2.981439 -0.008 -0.024 0.022 0.10
O 2.884550 2.235758 -1.508762 -0.109 0.088 0.018 0.02


8.
10
Properties=species:S:1:pos:R:3:forces:R:3:lowdin_charge:R:1 method="wB97M-V/def2-TZVPD" e_homo_ha=-0.3363 lumo_energy_ev=0.895 gap_ev=10.046
H 1.379545 1.307196 -0.122037 -0.155 -0.341 0.032 0.06
C -0.187339 -0.624510 0.130776 -1.177 -4.069 -2.027 -0.19
H -2.099728 0.115800 -0.435916 0.030 0.033 -0.016 0.07
C -1.174089 0.479769 0.004450 0.149 0.083 0.554 -0.09
H 1.755270 -1.553873 -0.001944 -0.154 -0.135 -0.313 0.11
H -0.446754 -1.724980 -0.039673 -1.067 1.490 0.577 0.12
H -0.788274 1.292117 -0.612484 -0.035 0.034 -0.015 0.07
H -1.408664 0.887538 0.989424 -0.100 0.114 -0.026 0.08
C 1.095966 -0.705064 -0.068485 2.542 4.533 2.212 -0.15
O 1.874067 0.526006 0.155888 -0.035 -1.741 -0.978 -0.07


For the records above, the corresponding energy above the lowest of the compared OMol25 structures with the same formula, charge and spin values read 241.8; 0.0; 2.9; 68.2; 70.5; 597.3; 50.8; 149.0 kJ/mol.